21
Properties=species:S:1:pos:R:3:mulliken_charge:R:1 method="wB97M-V/def2-TZVPD" total_charge=0 relative_energy_ev=1.749 molar_mass_g_mol=176.171 fmax_ev_per_a=3.639 e_homo_ev=-8.8 smiles="COc1cc(=O)oc2ccccc12" homo_lumo_gap_ev=8.72
C -2.19155 -2.10510 -0.98077 -1.05
O -1.75682 -1.04533 -0.19900 -0.36
C -0.62676 -0.52211 -0.67712 0.97
C -0.12345 -0.62519 -1.97907 -0.61
C 1.29719 -0.26715 -2.22875 0.32
O 1.84146 -0.43785 -3.31257 -0.58
O 1.93435 0.54387 -1.22037 -0.42
C 1.31171 0.76501 0.04570 0.41
C 1.88753 1.69395 0.85583 -0.49
C 1.40898 1.82445 2.12892 -0.31
C 0.16290 1.27055 2.50628 -0.37
C -0.50309 0.43974 1.68816 -0.75
C 0.07519 0.17444 0.36086 0.74
H -2.43359 -1.74356 -1.96042 0.45
H -1.58675 -2.98881 -0.90510 0.41
H -3.05776 -2.34415 -0.33704 0.22
H -0.66872 -1.31930 -2.72624 0.23
H 2.79074 2.34806 0.60143 0.31
H 1.89863 2.50087 2.91631 0.27
H -0.19504 1.83286 3.44520 0.24
H -1.46517 0.00474 1.97776 0.37

21
Properties=species:S:1:pos:R:3:mulliken_charge:R:1 method="wB97M-V/def2-TZVPD" total_charge=0 relative_energy_ev=7.730 molar_mass_g_mol=176.171 fmax_ev_per_a=18.964 e_homo_ev=-9.2 homo_lumo_gap_ev=9.93
C 2.07999 2.93600 1.28983 -0.94
C 0.92765 0.78456 1.20262 0.18
C 0.70018 0.66515 0.05063 -0.02
C -0.26999 -0.37880 -0.57904 0.94
C -0.42453 -0.53162 -2.00689 -1.00
C -1.23344 -1.52707 -2.36076 -0.71
C -1.96241 -2.31441 -1.45680 -0.30
C -1.68060 -2.23164 -0.15065 -0.89
C -0.89634 -1.18909 0.22305 0.40
C 0.29179 -0.10315 2.26255 0.49
H 0.94605 2.94844 0.45014 0.26
H 2.96042 2.82581 0.82550 0.34
H 1.96929 3.68032 1.69333 0.47
H 1.48912 1.32285 -0.80490 0.20
H -0.20228 0.14126 -2.71235 0.46
H -1.48906 -1.63153 -3.24557 0.63
H -2.67087 -3.07806 -2.00436 0.24
H -2.14256 -2.85310 0.42489 0.62
O 1.76663 1.66213 1.84713 -0.46
O -0.62731 -1.01331 1.66762 -0.47
O 0.46827 -0.11473 3.38404 -0.43

22
Properties=species:S:1:pos:R:3:mulliken_charge:R:1 method="wB97M-V/def2-TZVPD" total_charge=0 relative_energy_ev=0.000 molar_mass_g_mol=208.238 fmax_ev_per_a=4.438 e_homo_ev=-10.2 smiles="O=C1c2ccccc2S(=O)(=O)C12CC2" homo_lumo_gap_ev=9.87
O -0.98937 2.17355 0.64275 -0.61
C -0.53418 1.06979 0.47566 0.19
C -0.20746 0.57384 -0.90282 0.41
C -0.24586 1.32535 -2.03668 -0.63
C 0.07192 0.66442 -3.22175 -0.46
C 0.66223 -0.58200 -3.21371 -0.57
C 0.92137 -1.22573 -2.00800 -0.43
C 0.39442 -0.70764 -0.84713 0.06
S 0.47387 -1.42449 0.87317 1.25
O -0.40602 -2.55445 1.04294 -0.63
O 1.85735 -1.64185 1.21921 -0.63
C -0.32229 0.07491 1.64826 0.57
C 0.16472 0.54685 2.95913 -0.64
C -1.23668 0.03639 2.81360 -0.62
H -0.58070 2.28949 -1.88889 0.58
H 0.01831 1.35055 -4.16818 0.25
H 0.90790 -0.97367 -4.10466 0.53
H 1.51777 -2.16373 -2.17425 0.32
H 0.18998 1.62227 3.20308 0.30
H 0.83545 -0.12688 3.64556 0.24
H -1.46519 -1.01272 3.30922 0.21
H -2.02754 0.68575 2.73352 0.31